# 1
The following is a DFT calculation (the ωB97M-V functional and the def2-TZVPD basis) of a molecular structure, C35H45Cl5Ge2O2P2Re.

Geometry as XYZ:
```
92
C35H45Cl5Ge2O2P2Re (the ωB97M-V functional and the def2-TZVPD basis)
C -5.210 1.275 -1.918
H -1.672 -1.891 2.641
H -1.237 1.816 3.089
H 2.845 -2.759 4.215
H 3.106 1.977 -1.465
H -0.910 3.808 0.208
H 1.131 -2.137 -4.029
H 1.167 -5.196 2.201
C -4.563 1.118 -0.698
C 2.266 2.661 -1.582
H 4.745 -5.007 -0.078
C -1.160 -5.208 0.178
C -2.030 -2.681 1.983
H 2.791 4.791 0.516
H 2.358 -4.435 0.082
C 5.282 0.121 3.230
Cl -2.288 0.794 0.807
Cl -6.902 1.472 -1.961
H 1.778 2.491 -2.541
C 0.732 -4.248 2.518
H -1.496 -5.919 0.935
C 4.432 -3.974 -0.162
H 3.302 4.057 4.695
H 3.331 -0.283 -0.464
C 3.149 4.532 2.606
H -2.000 -4.994 -0.480
C -0.650 -3.121 -2.587
H 1.996 1.997 4.530
Cl -5.244 1.458 -4.604
H 0.322 4.744 -0.653
C 2.177 2.578 3.633
H -0.663 3.555 -1.538
C -0.169 3.771 -0.590
Ge -0.551 -3.647 1.160
H 2.348 -2.285 -2.756
H 1.547 -3.542 2.674
O -1.083 0.808 -1.779
H 1.705 0.028 -1.938
C 4.975 -1.650 -0.488
Cl -2.128 1.067 -4.505
H -0.485 -4.086 -2.116
C 1.603 -0.568 3.210
H 3.102 -1.544 1.989
H -2.719 -2.255 1.254
C -2.015 -2.548 -2.292
C -4.457 1.270 -3.107
C 3.078 -0.976 2.955
C -2.419 0.943 -1.854
C 2.914 3.747 3.733
O 0.381 -2.199 -2.100
H 3.721 5.446 2.693
H 1.558 -0.150 4.216
C 1.667 2.179 2.397
C 1.421 -1.790 -3.039
H 6.632 -0.853 4.588
C 5.375 -2.977 -0.374
H 0.991 -1.475 3.236
C -0.660 0.933 3.363
H 2.375 0.065 -3.571
H 0.215 -4.410 3.464
H -2.589 -3.396 2.590
C 4.042 0.094 2.669
C 1.527 -0.286 -2.983
H -2.783 -3.254 -2.611
H -0.493 -3.228 -3.658
Cl -5.403 1.120 0.792
H -2.149 -2.374 -1.221
C -3.186 0.961 -0.708
Re -0.115 0.461 -0.104
H 6.423 -3.235 -0.456
C 4.779 -1.937 4.482
C 2.667 -2.316 -0.187
Ge 0.766 -1.922 -0.096
C 3.535 -1.969 3.934
H -1.327 0.071 3.417
H 5.098 -2.692 5.188
H -0.245 1.109 4.354
C 5.645 -0.886 4.139
H 0.613 0.190 -3.333
H -2.167 -1.612 -2.828
C 3.086 -3.645 -0.069
C -3.074 1.107 -3.074
H 2.643 3.684 -1.564
C 3.632 -1.323 -0.388
H -0.357 -5.677 -0.388
H 5.986 0.905 2.984
H 5.714 -0.878 -0.666
C 1.885 2.981 1.277
H 3.763 0.843 1.940
P 0.680 0.659 2.143
C 2.629 4.157 1.379
P 1.058 2.478 -0.244
```

Orbital gap, eV: 5.52
Total charge: +3
Energy relative to the best compared isomer or geometry (same formula, charge and spin), kcal per mole: 3.99
M, g mol⁻¹: 1068.4



# 2
The following is a DFT calculation (the ωB97M-V functional and the def2-TZVPD basis) of 4 unconnected molecules or ions with the total composition C35H45ClIN2O9PS in a non-equilibrium geometry.

Geometry as XYZ:
```
95
C35H45ClIN2O9PS (the ωB97M-V functional and the def2-TZVPD basis)
C -0.902 1.233 -1.173
O 0.361 7.715 0.457
C -6.857 -2.489 -1.248
C -0.760 -0.235 -0.437
H -4.510 -0.637 0.555
H 0.853 -4.497 -2.897
H -0.107 -7.784 5.610
P -2.528 3.744 -2.236
H -0.382 8.107 2.986
H 0.946 6.947 3.272
C -3.728 1.351 -0.713
C -2.849 -5.277 4.208
H -0.728 4.811 -0.650
O -5.997 1.634 -2.006
H -3.031 -6.215 3.677
C 1.624 9.594 1.350
C 2.220 -2.358 -1.926
H 7.660 -0.664 -1.767
H 1.181 -5.657 -1.448
H -2.061 -1.984 0.760
C -0.031 7.093 2.802
H -7.357 -3.149 -0.390
H -6.223 -4.407 -2.657
H -3.114 -5.388 5.258
C 1.100 -4.076 1.293
H -1.841 -7.546 5.456
C -3.555 -0.119 0.064
H 0.124 -5.604 6.781
H -5.101 3.180 -0.828
H 4.218 -0.103 -0.936
C -6.188 -3.220 -2.561
H 0.162 9.631 -0.214
H 1.062 -0.482 0.497
C 0.316 9.125 0.745
H 5.614 -0.889 -1.646
H -5.789 1.755 0.214
H -2.194 2.508 -4.078
H -0.549 9.373 1.367
Cl 4.155 -3.773 -3.784
C 7.019 1.420 -1.734
H 6.820 -0.607 0.602
C -2.138 -0.933 0.204
H -4.976 -2.732 -4.624
H -0.197 4.682 -2.474
H 1.473 -4.132 2.406
H 2.461 9.350 0.688
C -1.428 -4.851 3.984
C -5.428 -0.597 -3.512
C 1.667 0.356 -2.368
O -1.114 -4.224 2.976
C 0.934 -4.518 -1.706
O -0.482 -5.245 4.867
S 0.728 1.945 -1.874
H -3.509 -4.502 3.807
N 2.145 -3.721 -1.276
H -7.282 -0.417 -0.071
I 4.730 -0.833 -5.968
H -1.594 -5.287 6.647
H 0.213 -3.288 1.175
C -1.112 4.944 -1.770
H -0.081 -4.176 -1.234
H 0.621 -5.128 1.004
H 2.788 1.470 -4.284
H -1.124 -7.729 7.069
H 1.824 9.104 2.306
H -1.357 6.091 -1.993
C 2.323 -3.676 0.224
C -5.231 2.000 -0.801
H -0.760 6.428 3.272
O -0.045 5.574 0.977
H 1.607 10.676 1.512
C -6.081 0.176 -2.191
C -5.487 -2.246 -3.685
N 0.520 -1.015 -0.240
C 3.432 -0.892 -4.156
C 2.648 0.465 -3.676
C 5.311 -0.157 -0.892
H -4.907 0.074 -4.348
H 8.650 0.445 -0.776
C 1.417 -1.004 -1.458
C 5.732 -0.553 0.509
C -2.349 2.042 -1.337
O 7.291 2.542 -2.151
C 0.065 6.740 1.347
O -2.390 3.500 -3.990
C -6.798 -0.831 -1.069
C -0.973 -7.301 6.074
O 3.473 -3.264 0.809
O 5.795 1.159 -1.220
H 5.313 -1.527 0.777
H 5.390 0.190 1.237
C -0.759 -5.803 6.165
H 8.723 0.471 -2.558
C 8.064 0.344 -1.695
C 3.217 -2.250 -3.264
```

Orbital gap, eV: 7.41
SMILES: CC(=O)N(C)c1c(Cl)c(I)cc2c1Nc1ccc(COc3ccccc3)c(P(C)O)c1S2.CCOC(C)=O.CCOC(C)=O.CCOC(C)=O
M, g mol⁻¹: 863.1



# 3
The following is a DFT calculation (the ωB97M-V functional and the def2-TZVPD basis) of a molecular structure, C35H45F3N5O2SV.

Geometry as XYZ:
```
92
C35H45F3N5O2SV (the ωB97M-V functional and the def2-TZVPD basis)
H -3.260 -3.797 2.343
H -1.186 3.832 3.474
H -1.599 5.702 -0.234
H 2.825 -3.114 -2.992
C 1.593 1.726 4.414
H 4.454 -1.823 2.546
C 0.443 -2.871 0.319
H 1.285 -0.622 4.780
C 1.623 1.622 1.021
H 1.811 -4.176 -1.991
C 2.639 -2.462 1.602
C 0.304 2.913 -0.424
C -0.858 5.004 -0.603
H -4.158 -4.016 0.098
H -2.935 -4.932 -4.096
H 1.776 -1.149 -4.206
C 1.923 2.052 -3.647
H 1.643 -4.186 -3.748
C -2.461 -4.356 -3.311
F -1.188 1.487 -2.449
C -1.423 3.493 1.334
C 3.263 -0.149 1.932
H -3.372 3.436 0.381
C -0.601 -3.041 -2.520
N 0.420 1.367 3.644
H 0.337 3.966 2.529
H 0.489 -2.838 3.540
C 1.489 -2.014 0.976
H 3.713 3.665 -2.286
H 2.439 1.079 4.169
H -3.422 3.494 2.147
O 0.593 -4.084 0.321
H -0.732 -3.900 -4.477
C -1.225 -3.777 -3.520
C 0.782 -1.574 -4.052
H -1.377 2.417 1.493
C -2.503 -3.472 -1.054
H 1.873 2.741 4.149
C -3.086 -4.199 -2.087
H -4.411 -1.614 -0.482
N 1.261 -0.717 0.852
C 3.531 -1.507 2.075
H -2.205 -4.842 1.369
N 0.463 -0.840 4.241
F -2.340 0.768 -0.656
F -2.088 -0.431 -2.524
C -0.118 5.324 -1.726
C 1.046 3.215 -1.576
H 4.233 1.984 -2.129
H -4.057 -4.652 -1.921
H 0.183 -2.624 5.275
H 1.393 1.676 5.487
C -3.304 -3.347 0.233
H 0.532 -2.158 -4.940
N -0.545 -2.148 -0.270
C -3.884 -1.945 0.413
H 1.394 4.686 -3.092
C -0.660 3.801 0.066
C -1.362 0.371 -1.754
H -3.045 4.951 1.234
C 3.494 2.715 -1.791
C -0.108 0.150 3.554
H -0.015 2.076 3.070
C 1.827 -3.547 -2.881
C -0.740 4.167 2.531
V -0.568 -0.115 0.129
C 0.825 4.434 -2.205
H 0.066 -0.754 -3.980
H 2.143 2.969 -4.196
H -1.729 -3.180 1.721
C -0.012 -2.219 4.284
H 3.609 2.865 -0.717
C -2.576 -3.824 1.490
H -4.576 -1.927 1.258
C 2.082 0.216 1.308
H -1.080 -2.235 4.090
C 0.768 -2.442 -2.793
H 1.030 -1.794 -1.954
O 2.256 2.553 1.516
H -0.280 6.268 -2.232
C 2.075 2.251 -2.138
C -2.901 3.869 1.264
H 2.821 -3.525 1.678
H 1.913 1.279 -1.667
N 0.544 1.652 0.218
H 0.912 1.736 -3.905
H -3.105 -1.217 0.625
H 3.945 0.619 2.269
H -0.855 5.252 2.478
S -1.490 -0.082 2.567
H 2.622 1.288 -3.996
C -1.245 -2.893 -1.282
```

⟨S²⟩: 2.020
Orbital gap (alpha / beta), eV: 7.87 / 7.73
Energy relative to the best compared isomer or geometry (same formula, charge and spin), kcal per mole: 3.59
M, g mol⁻¹: 707.8
Multiplicity: 3



# 4
The following is a DFT calculation (the ωB97M-V functional and the def2-TZVPD basis) of a molecular structure, C35H46Ge2IrN3OS4 in a non-equilibrium geometry.

Geometry as XYZ:
```
92
C35H46Ge2IrN3OS4 (the ωB97M-V functional and the def2-TZVPD basis)
H 0.630 -4.053 -0.968
O 3.139 -2.800 -5.778
H -2.319 -3.559 -0.674
H 2.616 3.836 -0.878
H 0.773 2.045 -3.386
H 0.829 2.811 4.268
C -5.000 0.619 -1.068
H -2.728 6.115 -0.807
H 3.201 0.424 3.301
C 2.201 2.894 -0.549
H -2.744 2.272 1.693
H 1.814 -3.607 3.122
H 2.054 2.941 0.506
C -0.444 1.425 3.350
H 4.673 -1.129 -0.112
H 2.373 1.578 -2.823
N -1.485 1.747 -0.557
H 2.002 3.306 -3.111
C 1.590 2.366 -2.745
C 0.418 1.834 4.475
H -2.280 2.474 -2.933
Ge 0.609 0.729 1.745
C -2.845 1.471 -0.358
S 3.246 -2.072 -3.233
H -0.397 -4.580 0.393
H 5.801 -2.824 4.389
H -2.752 1.535 -4.438
C 2.552 -2.351 -4.848
C -2.404 -1.434 1.584
H -4.664 -0.298 -3.745
C -1.208 3.143 -0.807
H 5.455 -0.504 4.091
H -6.608 1.099 0.175
S -0.659 -0.427 -2.831
Ir 0.013 0.463 -0.720
C -3.339 1.738 0.928
C -3.042 1.850 -3.437
H 1.187 5.059 -2.262
C -1.339 -3.153 -0.941
H -3.753 -1.347 -2.648
H -5.175 2.035 2.020
H 5.876 -1.922 -1.331
C -2.163 4.080 -0.516
C 1.865 -1.252 -2.577
C 1.117 -1.148 2.265
C 4.609 -1.087 3.940
C 0.769 -1.151 -3.359
H -0.192 1.988 5.396
H -5.661 0.129 -1.764
C -0.390 -4.317 -0.640
H -3.286 -0.999 1.152
H -1.340 -2.898 -1.964
H -1.176 0.619 3.596
C 2.563 -2.920 3.443
C 0.275 4.813 -1.673
C -4.722 1.626 1.118
H -2.064 -0.686 2.307
H 5.736 -3.593 1.052
H -0.568 6.791 -1.873
C 4.785 -2.480 4.196
C -5.538 1.090 0.129
C 0.528 -2.204 1.423
C -1.917 5.410 -0.913
C 2.307 -1.544 3.155
C -0.732 5.780 -1.505
C 3.810 -3.400 3.856
H -2.676 -3.664 1.767
C -2.451 -2.768 2.342
H -2.988 -0.827 -4.126
N -3.136 0.625 -2.661
C 5.213 -2.014 -0.430
H -1.452 -2.980 2.787
N 1.085 2.498 -1.380
C -3.647 0.836 -1.325
H -3.095 -2.786 3.238
H 4.147 -4.416 3.928
H 5.023 -4.233 -0.357
H -4.024 2.383 -3.509
C 4.981 -3.300 0.273
H 1.307 1.203 4.842
C 0.064 3.502 -1.275
Ge -0.952 -1.623 0.296
H -1.068 2.248 3.018
H -0.592 -5.205 -1.290
H -3.105 3.870 -0.029
C 3.370 -0.602 3.538
H 1.338 -2.922 1.168
H 2.968 2.144 -0.722
S 0.856 -1.857 -4.950
H 4.068 -3.293 0.875
C -3.664 -0.520 -3.365
S 1.948 -0.696 -0.950
```

⟨S²⟩: 8.813
Orbital gap (alpha / beta), eV: 6.05 / 5.13
Total charge: +1
Energy relative to the best compared isomer or geometry (same formula, charge and spin), kcal per mole: 0.00
M, g mol⁻¹: 990.5
Multiplicity: 6



# 5
The following is a DFT calculation (the ωB97M-V functional and the def2-TZVPD basis) of a molecular structure, C35H46GeMoN2O8 in a non-equilibrium geometry.

Geometry as XYZ:
```
93
C35H46GeMoN2O8 (the ωB97M-V functional and the def2-TZVPD basis)
C -3.945 1.915 1.961
C -0.408 -3.798 3.134
H 0.106 3.128 4.335
H 3.048 2.291 2.017
H 6.134 4.167 -0.829
C -2.316 -0.417 -2.417
C 4.820 2.532 -0.389
H 2.667 1.141 3.315
O 0.967 -1.370 0.022
O 3.698 3.303 -0.552
H 0.508 1.417 4.526
C 0.686 1.420 -2.802
H -4.551 -1.582 -1.648
C 1.634 -3.623 -0.202
C -4.888 2.859 1.664
H -2.422 0.627 -2.107
O 0.608 1.166 1.651
H 5.816 -0.585 0.416
C -2.603 2.681 0.099
C -2.037 -2.756 -1.558
H 1.510 -3.769 0.865
O 3.511 -0.618 0.898
H 2.104 -2.994 -3.999
C 0.599 2.567 -1.818
H 1.276 3.639 0.954
C 2.053 -4.638 -1.037
H -1.388 -4.007 2.695
C 7.151 1.027 -0.076
C -1.481 2.723 -0.761
Ge -2.278 -1.071 1.693
C 7.226 2.369 -0.421
H 3.986 4.196 -0.762
H -2.149 -2.249 4.427
C 0.112 2.157 3.836
H -0.909 1.891 3.575
H -1.595 3.450 -1.566
H -3.101 -0.641 -3.141
Mo 0.419 0.364 0.098
H 1.673 -2.753 4.270
H -4.223 -0.338 -0.424
H -1.147 -0.809 4.662
C -3.927 -1.328 -0.788
C -1.123 -1.893 4.563
H 0.260 3.469 -2.317
C 4.727 1.182 -0.022
O 2.343 1.012 -0.160
H 2.261 -5.615 -0.617
H -0.325 -4.346 4.075
O -1.854 0.936 1.493
H -5.490 4.475 0.340
H 0.365 -4.172 2.457
C -4.734 3.737 0.573
H 1.558 1.527 -3.441
C 1.523 -2.149 -2.106
C 1.364 -2.385 -0.747
H 1.583 -0.678 -3.670
C -2.760 1.804 1.201
H 1.033 4.395 2.540
O -0.644 -1.605 2.183
H 1.772 -1.928 2.700
C 0.965 2.263 2.584
H 1.329 -1.026 4.154
C 1.972 -3.185 -2.938
H 8.190 2.842 -0.574
H -4.127 -2.057 -0.006
H 2.566 -5.235 -3.051
H -1.357 -0.552 -2.912
C 0.707 3.587 1.886
C -0.246 -2.301 3.379
O -1.620 -0.832 -0.104
C 1.221 -1.980 3.642
C -3.626 3.630 -0.191
C 2.225 -4.428 -2.413
C 5.910 0.455 0.127
H 8.052 0.438 0.045
H -5.774 2.936 2.285
H -3.499 4.291 -1.046
H -4.075 1.227 2.786
H -0.208 1.398 -3.428
H -0.735 -2.319 5.492
C 6.071 3.113 -0.571
C -2.450 -1.332 -1.206
H 2.706 2.886 3.652
C 3.463 0.429 0.289
C 2.444 2.129 2.910
H -0.358 3.716 1.671
H 1.573 2.757 -1.388
H -2.106 -3.394 -0.673
C 1.282 -0.838 -2.637
N 0.754 0.157 -2.028
H -2.694 -3.165 -2.334
N -0.340 2.144 -0.745
H -1.012 -2.789 -1.925
```

⟨S²⟩: 0.756
Orbital gap (alpha / beta), eV: 6.71 / 6.41
Total charge: +1
Energy relative to the best compared isomer or geometry (same formula, charge and spin), kcal per mole: 0.00
M, g mol⁻¹: 791.3
Multiplicity: 2